(1)
# C10H19P

A cluster of 2 separate species, C10H19P in total in a non-equilibrium geometry (ωB97M-V/def2-TZVPD, the OMol25 dataset).

Properties
structure (SMILES): C=C=PC(C)(C)C.C=C(C)C
frontier orbital gap: 9.5 eV
total charge: 0
HOMO level: -0.3295 hartree
maximum force: 5.18 eV/A

```
30
Properties=species:S:1:pos:R:3:forces:R:3
C 2.132 0.168 -1.344 -0.7 -1.0 -2.0
C 1.037 -0.544 -1.035 1.9 1.8 -0.1
P -0.302 -1.088 -0.306 -0.5 0.0 -0.3
C -0.744 -2.644 -1.310 1.4 0.1 0.0
C 0.450 -3.623 -1.103 0.9 -0.5 -0.4
C -1.968 -3.175 -0.629 -1.1 -1.7 1.9
C -0.831 -2.404 -2.810 -1.5 -0.3 -2.7
H 3.125 -0.140 -0.997 -0.4 0.2 0.2
H 2.182 0.810 -2.301 -0.4 -0.7 1.8
H 0.488 -4.629 -1.679 -0.7 1.8 0.4
H 1.310 -2.972 -1.528 -0.7 -1.6 1.4
H 0.469 -4.002 -0.030 0.7 1.1 -1.1
H -2.051 -4.206 -1.015 -0.5 0.2 0.2
H -2.977 -2.694 -0.736 1.2 0.0 -0.2
H -1.783 -3.317 0.534 -0.3 0.4 -2.3
H -0.961 -3.397 -3.378 0.0 1.0 1.1
H -1.782 -1.814 -3.166 1.9 -0.7 0.9
H 0.106 -2.014 -3.334 -1.2 0.0 1.2
C 0.703 4.713 2.774 3.0 4.2 0.8
C 0.268 3.613 2.266 -1.9 -1.4 -2.6
C -0.285 3.522 0.799 -1.4 1.1 2.0
C 0.129 2.431 3.114 0.2 -3.8 -1.5
H 1.423 4.771 3.695 -2.1 -0.1 -1.4
H 0.661 5.671 2.150 0.3 -1.4 0.9
H 0.190 4.307 0.245 0.2 0.4 -0.5
H 0.041 2.562 0.377 -0.8 0.1 0.0
H -1.444 3.824 0.813 2.4 -1.4 -0.3
H -0.666 1.621 2.679 1.6 2.2 1.4
H 1.086 1.840 3.167 -0.7 0.4 -0.2
H -0.010 2.809 4.088 -0.8 -0.3 1.3
```
Forces are in eV/Å.

Just the Löwdin charges please, in e? Sure, here they are: -0.078 -0.504 0.987 -0.859 -0.149 -0.185 -0.145 0.049 0.083 0.099 0.079 0.086 0.077 0.086 0.103 0.091 0.106 0.087 -0.028 -0.488 -0.060 -0.107 0.104 0.080 0.040 0.055 0.125 0.130 0.090 0.046


(2)
# C28H28CoIN2O4PSe3Te2

A structure of composition C28H28CoIN2O4PSe3Te2 (ωB97M-V/def2-TZVPD, the OMol25 dataset).

Properties
frontier orbital gap (alpha / beta): 4.0 / 4.1 eV
total charge: -2
⟨S²⟩: 3.762
HOMO level (alpha / beta): -0.0307 / -0.0337 hartree
maximum force: 0.65 eV/A
spin multiplicity: 4

```
70
Properties=species:S:1:pos:R:3:forces:R:3
Co 0.409 0.981 1.881 0.2 -0.4 0.4
Se -1.372 1.432 3.726 0.0 -0.1 0.1
Se -1.001 3.487 4.771 -0.3 -0.1 0.0
Te 0.539 4.649 3.080 0.3 0.0 0.0
Se 0.115 3.356 1.012 -0.1 0.1 -0.2
N -0.596 -1.072 1.908 -0.4 0.2 -0.1
N 0.280 -2.057 2.385 -0.3 -0.3 -0.2
C 1.308 -1.611 3.250 0.1 0.2 0.1
O 1.888 -2.484 3.896 0.1 -0.3 0.2
O 1.534 -0.369 3.218 0.1 0.3 -0.1
H -1.459 -1.006 2.448 0.2 0.0 -0.1
H -0.793 -1.204 0.918 0.0 0.0 0.2
H -0.144 -2.923 2.702 0.1 0.3 -0.1
Te -2.858 0.850 0.030 0.1 0.1 0.1
C -4.984 0.808 -0.038 -0.1 0.0 0.0
C -5.704 -0.219 0.568 0.0 0.1 0.0
C -7.089 -0.259 0.483 0.0 0.0 0.0
C -7.775 0.736 -0.199 0.0 0.0 0.0
C -7.069 1.771 -0.794 0.0 0.0 0.0
C -5.683 1.806 -0.711 0.0 0.0 0.0
C -2.769 -0.471 -1.623 0.1 -0.1 -0.1
C -2.659 0.025 -2.918 0.1 0.0 0.0
C -2.528 -0.840 -3.997 0.0 0.0 0.0
C -2.516 -2.212 -3.794 0.0 0.0 0.0
C -2.631 -2.716 -2.506 0.1 0.0 0.0
C -2.743 -1.850 -1.428 -0.1 0.0 0.0
H -5.175 -0.991 1.111 0.0 0.0 0.0
H -7.632 -1.067 0.958 0.0 0.0 0.0
H -8.856 0.707 -0.263 0.0 0.0 0.0
H -7.595 2.555 -1.324 0.0 0.0 0.0
H -5.135 2.615 -1.175 0.0 0.0 0.0
H -2.633 1.095 -3.077 0.0 0.1 0.0
H -2.415 -0.439 -4.996 0.0 0.0 0.0
H -2.390 -2.886 -4.632 0.0 0.0 0.0
H -2.601 -3.785 -2.337 0.0 0.0 0.0
H -2.813 -2.248 -0.423 0.0 0.0 0.0
C 3.371 2.091 -0.174 0.0 0.0 -0.1
P 2.874 1.016 1.215 -0.3 -0.2 -0.1
C 3.305 -0.650 0.579 0.1 0.0 0.0
C 4.218 1.302 2.424 0.0 0.0 0.0
C 5.560 1.249 2.054 0.0 0.1 0.0
C 6.565 1.472 2.984 0.0 0.0 0.0
C 6.231 1.751 4.303 0.0 0.0 0.0
C 4.898 1.807 4.680 0.0 0.0 0.0
C 3.894 1.579 3.748 0.0 0.0 0.0
H 4.312 1.779 -0.631 0.1 0.0 0.0
H 3.451 3.119 0.180 0.0 0.0 0.0
H 2.571 2.074 -0.917 0.0 0.0 0.0
H 4.259 -0.655 0.044 0.0 0.0 0.0
H 2.512 -0.973 -0.094 0.0 0.0 0.0
H 3.353 -1.346 1.417 0.0 0.0 0.0
H 5.826 1.037 1.025 0.0 0.0 0.0
H 7.605 1.427 2.680 0.0 0.0 0.0
H 7.011 1.921 5.035 0.0 0.0 0.0
H 4.631 2.018 5.707 0.0 0.0 0.0
H 2.854 1.594 4.046 0.0 0.0 0.0
I 1.977 -4.170 -5.488 0.1 -0.2 -0.2
C 1.492 -2.624 -4.174 0.0 0.1 0.0
C 1.495 -1.315 -4.637 0.0 0.0 0.1
C 1.143 -0.298 -3.762 0.0 0.0 -0.1
C 0.796 -0.578 -2.447 -0.2 0.2 0.2
C 0.809 -1.893 -2.008 0.0 -0.1 -0.1
C 1.159 -2.931 -2.867 -0.1 0.2 0.1
C 0.371 0.568 -1.500 0.2 -0.6 -0.1
O 0.325 1.703 -1.959 0.0 0.2 -0.2
O 0.108 0.177 -0.321 0.0 0.2 0.2
H 1.754 -1.096 -5.664 0.0 0.0 0.0
H 1.117 0.735 -4.084 0.0 0.0 0.0
H 0.537 -2.101 -0.983 0.0 0.0 0.1
H 1.160 -3.955 -2.523 0.0 0.0 0.0
```
Forces are in eV/Å.

Just the Löwdin charges please, in e? Sure, here they are: 0.092 -0.137 -0.351 0.087 -0.190 -0.066 -0.009 -0.770 -0.031 -0.174 0.035 0.026 0.119 1.415 -0.521 -0.142 -0.107 -0.117 -0.108 -0.145 -0.509 -0.132 -0.094 -0.105 -0.104 -0.145 0.089 0.092 0.089 0.092 0.088 0.098 0.098 0.096 0.097 0.089 -0.271 0.909 -0.226 -0.340 -0.104 -0.112 -0.116 -0.083 -0.073 0.028 0.037 0.018 0.036 0.014 0.046 0.090 0.088 0.088 0.099 0.096 0.784 -0.755 -0.163 -0.023 -0.117 -0.033 -0.154 -0.674 -0.012 -0.221 0.081 0.116 0.112 0.088


(3)
# C6H8KLiO6

A structure of composition C6H8KLiO6 in a non-equilibrium geometry (ωB97M-V/def2-TZVPD, the OMol25 dataset).

Properties
frontier orbital gap: 4.2 eV
total charge: 0
HOMO level: -0.1896 hartree
maximum force: 5.50 eV/A

```
22
Properties=species:S:1:pos:R:3:forces:R:3
O -2.960 0.984 0.400 -0.8 0.8 0.4
C -2.303 0.077 1.107 4.5 -0.2 -3.2
C -3.768 0.335 -0.597 -0.2 0.1 0.1
O -2.792 -1.148 0.906 -0.7 -0.8 0.6
C -3.798 -1.120 -0.121 -0.5 -0.1 0.3
H -3.281 0.457 -1.571 0.0 0.0 0.3
H -4.754 0.810 -0.605 0.2 -0.1 0.0
H -3.521 -1.839 -0.897 0.0 0.2 0.2
H -4.754 -1.399 0.339 0.2 0.0 -0.2
O -1.099 0.209 1.376 -3.2 0.1 1.5
Li -0.124 -1.370 1.838 0.8 0.7 0.0
C 1.792 -0.413 1.705 0.0 -0.7 1.4
C 2.294 -0.354 0.307 0.5 0.4 -1.1
O 2.843 0.985 -0.040 -0.9 -0.3 1.1
C 3.520 1.133 -1.171 2.1 -0.5 -1.5
O 3.663 0.173 -1.978 -0.5 -0.2 0.0
O 4.122 2.235 -1.335 -0.1 0.8 -0.1
H 1.737 0.593 2.164 -0.3 -0.3 -0.3
H 2.502 -0.968 2.346 0.1 0.3 -0.2
H 1.506 -0.552 -0.436 0.3 0.2 -0.2
H 3.112 -1.067 0.125 -0.4 0.0 -0.1
K 6.064 2.238 -3.864 -0.9 -0.3 1.0
```
Forces are in eV/Å.

Just the Löwdin charges please, in e? Sure, here they are: 0.082 -0.521 -0.079 0.040 -0.085 0.141 0.134 0.137 0.133 0.043 0.662 -0.288 -0.332 -0.031 -0.853 -0.101 -0.145 0.003 -0.031 0.077 0.099 0.914


The following DFT total energy values (in hartree) correspond, in order, to the records above: -733.59176, -11256.59996, -1292.27504.
The following relative energy (zero: lowest compared OMol25 entry of this formula, charge and spin) values (in kJ/mol) correspond, in order, to the records above: 288.7, 0.0, 285.5.